(1)
ORCA calculation (ωB97M-V/def2-TZVPD) on a molecular structure, C11H40FeN18O11.

ORCA input file:
```
! wB97M-V def2-TZVPD RIJCOSX def2/J DEFGRID3
* xyz 0 5
Fe -0.631 -0.396 1.232
O -1.688 0.844 -0.224
C -0.719 1.125 -1.252
C 0.787 0.610 -1.058
O 1.072 -0.373 -0.049
H -0.706 2.170 -1.561
H -1.041 0.682 -2.194
H 1.402 1.507 -0.989
H 1.203 0.193 -1.975
C 1.192 -1.327 3.803
O 0.806 -1.397 2.661
N 0.566 -0.544 4.578
N 1.820 -2.152 4.510
H 0.591 -0.539 5.588
H -0.162 -0.041 4.092
H 2.084 -2.973 3.985
H 2.509 -1.959 5.223
C -4.041 -1.717 -1.946
O -5.024 -2.426 -1.917
N -3.713 -1.088 -0.934
N -3.124 -1.800 -2.838
H -3.057 -0.322 -1.000
H -4.551 -0.905 -0.401
H -3.308 -2.254 -3.721
H -2.214 -1.426 -2.607
C 3.293 4.079 -1.574
O 2.238 4.545 -1.996
N 4.455 4.499 -1.971
N 3.419 3.070 -0.784
H 4.636 5.150 -2.722
H 5.187 3.823 -1.805
H 4.360 2.708 -0.715
H 2.572 2.642 -0.440
C -1.168 -3.466 0.994
O -0.974 -2.334 0.638
N -0.372 -4.094 1.797
N -2.095 -4.237 0.606
H 0.419 -3.603 2.190
H -0.681 -4.971 2.193
H -2.827 -3.801 0.064
H -1.890 -5.225 0.654
C -5.133 2.012 2.320
O -5.986 1.149 2.288
N -3.872 1.790 1.888
N -5.268 3.121 2.957
H -3.195 2.527 1.751
H -3.795 1.022 1.237
H -6.079 3.204 3.554
H -4.574 3.843 2.825
C -2.939 1.284 -5.253
O -3.815 1.357 -4.366
N -1.762 0.862 -4.972
N -3.184 1.211 -6.509
H -1.638 0.724 -3.979
H -1.401 0.289 -5.721
H -4.135 1.263 -6.845
H -2.507 1.113 -7.252
C 0.616 2.331 2.650
O -0.164 1.393 2.376
N 1.833 2.394 2.152
N 0.352 3.265 3.610
H 2.056 3.319 1.815
H 2.145 1.532 1.728
H -0.430 3.157 4.241
H 1.107 3.900 3.826
C 4.798 -0.364 0.395
O 5.952 -0.349 0.696
N 3.726 -0.144 1.192
N 4.350 -0.975 -0.682
H 4.117 0.137 2.080
H 2.769 -0.213 0.875
H 3.347 -1.028 -0.791
H 4.898 -1.344 -1.446
C 2.317 -3.821 -0.903
O 2.775 -4.964 -1.085
N 1.582 -3.169 -1.751
N 2.472 -2.990 0.104
H 1.127 -2.304 -1.498
H 1.910 -3.308 -2.696
H 2.000 -2.102 0.198
H 3.009 -3.403 0.853
*
```

## Properties
- Highest occupied orbital energy (alpha / beta): -8.071 / -8.030 eV
- LUMO (alpha / beta): -0.449 / -0.460 eV
- DFT total energy: -3520.22262 hartree
- <S²>: 6.008
- Relative energy (zero: lowest compared OMol25 entry of this formula, charge and spin): 633.91 kJ/mol

(2)
ORCA calculation (ωB97M-V/def2-TZVPD) on 11 unconnected molecules or ions with the total composition C11H44O11.

ORCA input file:
```
! wB97M-V def2-TZVPD RIJCOSX def2/J DEFGRID3
* xyz 0 1
C 0.763 3.573 4.556
C 0.928 2.133 4.211
O 1.928 2.116 3.233
H 0.386 4.223 3.768
H 1.715 3.980 4.900
H 0.126 3.771 5.418
H 0.059 1.687 3.727
H 1.152 1.545 5.101
H 2.188 1.193 3.213
C -3.465 1.541 -3.135
C -2.429 0.714 -2.454
O -1.243 1.373 -1.897
H -3.794 2.344 -2.475
H -4.362 0.965 -3.362
H -3.069 1.981 -4.051
H -2.079 -0.002 -3.197
H -2.910 0.131 -1.668
H -0.627 0.693 -1.615
C 1.637 -0.234 -3.796
C 0.885 -1.466 -4.292
O 1.485 -2.696 -3.960
H 2.673 -0.302 -4.127
H 1.683 -0.064 -2.721
H 1.358 0.681 -4.320
H 0.715 -1.524 -5.367
H -0.139 -1.522 -3.924
H 0.870 -3.377 -4.245
C -0.681 -1.765 4.616
O -2.082 -1.598 4.761
H -0.101 -0.880 4.878
H -0.228 -2.592 5.164
H -0.492 -1.929 3.555
H -2.424 -2.490 4.663
C 3.289 -2.077 -0.754
O 4.305 -3.040 -0.442
H 2.801 -1.653 0.123
H 3.642 -1.248 -1.367
H 2.471 -2.567 -1.283
H 4.003 -3.884 -0.784
C 2.721 1.346 -0.124
O 3.221 2.437 0.660
H 2.753 0.468 0.521
H 1.716 1.534 -0.503
H 3.369 1.156 -0.979
H 2.786 2.526 1.511
C -0.519 3.346 0.680
O -1.332 3.633 -0.442
H -0.233 4.256 1.206
H -1.005 2.629 1.342
H 0.468 2.956 0.431
H -1.380 2.826 -0.960
C -0.228 -0.625 0.838
O -0.065 -0.650 -0.549
H -0.280 0.374 1.273
H -1.147 -1.132 1.130
H 0.604 -1.125 1.334
H -0.221 -1.575 -0.754
O -0.362 -3.241 -1.305
H -0.088 -4.040 -0.854
H 0.229 -3.174 -2.055
O -4.189 -1.388 0.291
H -4.599 -0.657 0.753
H -3.959 -2.010 0.981
O -3.224 -2.736 -1.987
H -2.300 -2.685 -1.745
H -3.672 -2.184 -1.346
*
```

## Properties
- Highest occupied orbital energy: -9.336 eV
- LUMO: -0.272 eV
- DFT total energy: -1272.98790 hartree
- Relative energy (zero: lowest compared OMol25 entry of this formula, charge and spin): 61.29 kJ/mol
- SMILES: CCO.CCO.CCO.CO.CO.CO.CO.CO.O.O.O

(3)
ORCA calculation (ωB97M-V/def2-TZVPD) on a molecular structure, C11H46AsF6N8O11.

ORCA input file:
```
! wB97M-V def2-TZVPD RIJCOSX def2/J DEFGRID3
* xyz -2 2
As -6.567 -0.702 -9.871
F -6.958 0.974 -9.409
F -8.191 -1.057 -10.424
F -6.013 -2.370 -10.357
F -4.928 -0.391 -9.232
F -7.138 -1.191 -8.214
F -6.137 -0.076 -11.499
C -4.181 -5.707 -9.230
O -3.968 -6.858 -9.473
N -3.783 -5.153 -8.112
N -4.715 -4.964 -10.133
H -3.180 -5.686 -7.501
H -3.959 -4.177 -7.922
H -5.178 -5.410 -10.911
H -5.069 -4.137 -9.674
C -10.300 3.927 -8.151
O -10.457 5.106 -8.031
N -11.293 3.223 -8.688
N -9.155 3.239 -7.990
H -11.630 3.706 -9.509
H -11.152 2.255 -8.939
H -8.259 3.676 -7.829
H -9.156 2.257 -8.229
C -8.205 -4.538 -10.014
O -7.516 -4.543 -8.945
N -9.491 -4.750 -10.053
N -7.776 -4.540 -11.266
H -9.949 -4.928 -9.171
H -9.980 -4.694 -10.935
H -6.815 -4.508 -11.574
H -8.458 -4.436 -12.004
C -5.106 5.463 -6.891
C -5.484 4.005 -7.270
C -6.057 3.140 -6.080
O -5.060 3.077 -5.033
C -5.053 2.028 -4.045
N -6.328 3.944 -8.479
H -5.859 5.927 -6.254
H -4.892 6.029 -7.797
H -4.152 5.444 -6.364
H -4.567 3.556 -7.652
H -6.390 2.164 -6.434
H -6.912 3.673 -5.664
H -6.012 1.733 -3.620
H -4.276 2.114 -3.285
H -4.781 1.142 -4.619
H -6.437 3.008 -8.842
H -5.757 4.400 -9.177
C -2.200 -3.419 -13.636
C -3.322 -2.396 -13.203
C -4.742 -2.725 -13.568
O -5.081 -2.365 -14.892
C -6.133 -3.214 -15.424
N -3.144 -2.059 -11.789
H -2.177 -4.355 -13.078
H -1.291 -2.850 -13.443
H -2.363 -3.655 -14.688
H -3.020 -1.574 -13.852
H -5.569 -2.396 -12.938
H -4.745 -3.810 -13.463
H -6.480 -3.088 -16.449
H -6.988 -2.944 -14.804
H -5.680 -4.198 -15.303
H -3.784 -2.675 -11.308
H -2.205 -2.267 -11.480
O -8.329 -3.518 -6.831
H -7.900 -3.543 -7.685
H -8.229 -4.405 -6.485
O -5.372 2.602 -11.235
H -5.853 1.900 -10.795
H -5.724 3.408 -10.857
O -9.869 0.575 -8.630
H -9.650 0.222 -9.493
H -10.075 -0.195 -8.101
O -4.416 -2.569 -7.655
H -4.548 -2.109 -8.484
H -5.134 -2.270 -7.098
O -6.295 -1.149 -5.670
H -7.074 -1.548 -5.283
H -6.563 -0.911 -6.557
O -10.965 -0.789 -11.235
H -11.179 0.087 -11.556
H -10.391 -1.158 -11.907
*
```

## Properties
- Highest occupied orbital energy (alpha / beta): 1.859 / -4.545 eV
- LUMO (alpha / beta): 4.429 / 4.419 eV
- DFT total energy: -4547.53645 hartree
- <S²>: 0.751

(4)
ORCA calculation (ωB97M-V/def2-TZVPD) on a molecular structure, C11H4F6MnNO8.

ORCA input file:
```
! wB97M-V def2-TZVPD RIJCOSX def2/J DEFGRID3
* xyz 1 2
Mn 0.454 0.107 -0.909
O -2.577 -1.822 0.872
C -1.488 -1.225 0.524
O -1.178 -0.980 -0.657
C -0.514 -0.883 1.578
C -0.535 -1.114 2.933
C 0.568 -0.674 3.673
C 1.641 -0.053 3.044
C 1.565 0.130 1.675
N 0.507 -0.265 1.002
C 2.561 0.734 0.745
O 3.636 1.140 1.011
O 2.054 0.721 -0.547
H -3.150 -1.985 0.102
H -1.373 -1.617 3.394
H 0.588 -0.829 4.743
H 2.519 0.278 3.582
F 0.166 -2.324 -4.587
C 1.313 -1.896 -4.064
F 1.935 -1.112 -4.930
F 2.076 -2.932 -3.758
C 0.986 -1.090 -2.794
O 1.194 -1.545 -1.633
O 0.450 0.059 -2.859
F -1.194 4.208 -0.482
C -2.167 3.299 -0.443
F -2.710 3.193 -1.658
F -3.093 3.687 0.418
C -1.600 1.918 -0.038
O -2.120 1.236 0.804
O -0.515 1.635 -0.742
*
```

## Properties
- Highest occupied orbital energy (alpha / beta): -14.720 / -14.700 eV
- LUMO (alpha / beta): -7.652 / -6.706 eV
- DFT total energy: -2828.25949 hartree
- <S²>: 0.774
- Relative energy (zero: lowest compared OMol25 entry of this formula, charge and spin): 11.07 kJ/mol

(5)
ORCA calculation (ωB97M-V/def2-TZVPD) on 15 unconnected molecules or ions with the total composition C11H52N22O15.

ORCA input file:
```
! wB97M-V def2-TZVPD RIJCOSX def2/J DEFGRID3
* xyz 0 1
C 34.583 15.933 27.383
O 33.902 16.308 28.299
N 34.308 14.792 26.762
N 35.558 16.567 26.817
H 33.646 14.234 27.282
H 34.950 14.411 26.082
H 35.831 17.525 26.985
H 35.982 16.010 26.089
C 31.265 14.184 22.991
O 32.318 14.011 23.544
N 31.069 15.343 22.424
N 30.474 13.217 22.686
H 31.675 16.138 22.568
H 30.185 15.489 21.957
H 31.054 12.408 22.855
H 29.874 13.197 21.873
C 31.207 9.721 23.011
O 31.241 10.759 23.590
N 32.308 9.049 22.815
N 30.298 9.326 22.201
H 32.319 8.297 22.140
H 33.084 9.135 23.455
H 30.436 8.549 21.572
H 29.553 9.984 22.020
C 27.889 11.051 24.183
O 27.443 10.227 23.398
N 28.097 10.761 25.456
N 27.812 12.358 23.923
H 28.538 11.445 26.053
H 28.183 9.756 25.510
H 27.807 12.668 22.962
H 27.826 13.004 24.699
C 26.994 15.549 26.083
O 26.121 16.263 25.595
N 26.995 15.094 27.304
N 27.942 15.010 25.395
H 26.219 15.383 27.882
H 27.744 14.520 27.665
H 28.158 15.146 24.417
H 28.717 14.508 25.804
C 31.211 17.196 25.515
O 31.731 17.563 24.521
N 31.226 16.023 26.025
N 30.449 18.055 26.184
H 30.606 15.897 26.812
H 31.871 15.279 25.804
H 30.270 18.957 25.767
H 29.970 17.691 26.995
C 28.599 9.034 29.958
O 28.776 7.825 29.886
N 28.725 9.848 28.875
N 28.374 9.755 31.006
H 28.462 10.822 28.848
H 28.884 9.427 27.971
H 28.253 9.184 31.830
H 27.935 10.652 30.854
C 34.722 11.627 28.400
O 33.818 12.395 28.584
N 34.866 10.447 28.920
N 35.799 11.863 27.762
H 34.086 10.103 29.462
H 35.600 9.801 28.667
H 36.590 11.263 27.949
H 35.728 12.637 27.117
C 34.506 10.715 24.902
O 33.629 9.888 25.174
N 34.422 11.963 24.513
N 35.676 10.286 24.675
H 33.489 12.281 24.294
H 35.200 12.606 24.541
H 36.050 9.369 24.872
H 36.352 10.889 24.229
C 32.317 8.455 28.738
O 32.634 7.282 28.670
N 32.366 9.169 29.840
N 31.762 9.144 27.825
H 32.458 8.512 30.602
H 31.500 9.689 29.857
H 31.772 10.145 27.957
H 31.707 8.712 26.914
C 30.532 12.610 27.140
O 29.509 13.159 26.797
N 31.330 12.024 26.282
N 30.999 12.451 28.371
H 31.006 12.106 25.329
H 32.038 11.413 26.661
H 31.995 12.435 28.536
H 30.305 12.588 29.092
O 28.284 13.272 31.214
H 28.078 13.493 30.306
H 29.225 13.429 31.292
O 33.564 13.898 30.982
H 33.362 13.489 30.140
H 34.459 14.222 30.883
O 31.067 13.420 31.816
H 31.199 13.632 32.740
H 31.939 13.484 31.428
O 27.032 12.591 28.632
H 26.166 12.909 28.887
H 26.969 12.453 27.687
*
```

## Properties
- Highest occupied orbital energy: -9.368 eV
- LUMO: -0.438 eV
- DFT total energy: -2783.87028 hartree
- Relative energy (zero: lowest compared OMol25 entry of this formula, charge and spin): 572.58 kJ/mol

(6)
ORCA calculation (ωB97M-V/def2-TZVPD) on 23 unconnected molecules or ions with the total composition C11H52N2O25.

ORCA input file:
```
! wB97M-V def2-TZVPD RIJCOSX def2/J DEFGRID3
* xyz 0 1
C -0.875 0.976 -0.868
C -0.764 -0.492 -1.496
C -0.417 -0.775 -3.006
C -0.309 -2.241 -3.604
C -0.587 -3.479 -2.649
C -0.533 -4.979 -3.205
C -0.911 -3.200 -1.155
C -0.993 -1.736 -0.569
C -1.324 -1.896 0.995
O -1.891 -1.116 1.820
N -0.817 -3.298 1.238
N 0.587 -3.270 1.012
C 1.170 -2.668 2.042
O 1.889 -1.917 2.729
C -1.239 -4.166 0.073
O -1.751 -5.311 0.093
H -1.159 1.683 -1.732
H -1.725 0.939 -0.088
H 0.122 1.287 -0.373
H -0.233 0.088 -3.756
H -0.059 -2.390 -4.722
H -1.516 -5.153 -3.800
H -0.544 -5.706 -2.308
H 0.369 -5.120 -3.893
O -0.202 1.447 2.411
H -0.401 0.535 2.174
H -0.292 1.469 3.373
O -2.689 2.821 0.131
H -2.074 2.937 0.868
H -3.412 3.429 0.334
O 2.554 -2.795 5.912
H 2.699 -2.903 4.964
H 2.674 -1.849 6.061
O 1.420 3.225 -0.689
H 1.131 4.145 -0.699
H 1.925 3.148 0.130
O 2.229 0.798 0.804
H 1.989 0.134 1.464
H 2.447 0.279 0.017
O 4.947 -1.039 1.382
H 4.112 -0.611 1.152
H 4.884 -1.174 2.337
O -4.399 1.441 -1.896
H -3.785 1.560 -1.159
H -5.126 2.045 -1.696
O 1.784 4.746 1.397
H 2.492 5.406 1.399
H 1.276 4.946 2.193
O 5.598 1.704 2.435
H 5.872 0.839 2.766
H 4.717 1.546 2.070
O -0.661 -0.683 4.589
H -1.000 -1.432 4.081
H -0.260 -1.091 5.368
O -6.601 0.789 -4.084
H -5.988 0.913 -3.346
H -7.330 1.391 -3.887
O 5.977 2.891 -0.445
H 5.141 3.315 -0.677
H 5.914 2.757 0.511
O -2.090 -8.541 -0.614
H -1.948 -8.641 -1.566
H -1.973 -7.594 -0.460
O -2.397 4.898 1.870
H -2.684 5.823 1.857
H -1.889 4.824 2.687
O 7.567 0.503 4.168
H 7.436 1.461 4.150
H 8.487 0.398 4.441
O -2.439 7.600 2.761
H -1.732 8.257 2.758
H -2.946 7.804 3.557
O -2.709 -8.531 -3.516
H -2.976 -9.009 -4.311
H -3.544 -8.316 -3.081
O -3.902 -1.083 -4.068
H -4.741 -0.661 -4.294
H -3.954 -1.208 -3.112
O -5.599 2.299 0.645
H -5.640 2.581 1.568
H -4.871 1.664 0.628
O 2.965 -4.636 -0.563
H 3.576 -4.532 0.177
H 2.238 -4.034 -0.355
O 3.364 6.493 -0.534
H 3.392 5.814 -1.220
H 3.581 7.309 -1.003
O 0.371 1.696 -5.429
H 0.512 1.582 -6.378
H 0.490 2.643 -5.288
*
```

## Properties
- Highest occupied orbital energy: -8.800 eV
- LUMO: -1.102 eV
- DFT total energy: -2440.55971 hartree